Below is a structure of composition C31H46CoN11Sb, with properties calculated with ωB97M-V/def2-TZVPD.

The geometry in ORCA input format:
```
! RIJCOSX wB97M-V def2-TZVPD def2/J DEFGRID3
* xyz 3 5
Co 7.9787 -12.6210 16.1271
N 10.8408 -10.7149 13.4390
C 9.7182 -11.2684 13.9050
N 9.5539 -11.6608 15.1324
C 10.5914 -11.3820 16.0623
N 10.4543 -11.6866 17.3064
N 9.3551 -12.3820 17.5844
C 9.1160 -12.7354 18.7824
C 7.9611 -13.5469 19.0240
C 7.7055 -14.0663 20.2532
C 6.5737 -14.8381 20.4512
C 5.8006 -15.1441 19.3367
C 6.1740 -14.6437 18.1143
N 7.2247 -13.8090 17.9314
C 11.8153 -10.8125 15.5957
C 12.9347 -10.6772 16.4086
C 14.1158 -10.1634 15.9198
C 14.2259 -9.7252 14.6133
C 13.1164 -9.8808 13.7776
C 11.9333 -10.4694 14.2535
H 10.9625 -10.5180 12.4514
H 8.8965 -11.3972 13.2491
H 9.7823 -12.5409 19.6070
H 8.3947 -13.7722 21.0804
H 6.3874 -15.2331 21.4485
H 4.9076 -15.7576 19.3780
H 5.5912 -14.8909 17.2278
H 12.8289 -10.9781 17.4509
H 14.9877 -10.1478 16.5648
H 15.1440 -9.3391 14.2436
H 13.2700 -9.6158 12.7220
C 8.1257 -16.3688 11.4617
C 6.8956 -17.2278 11.8545
C 5.6428 -16.7549 11.1836
C 6.8295 -17.3168 13.3692
N 6.6353 -16.0188 14.0652
C 5.4744 -15.4654 14.4140
N 5.7106 -14.2855 14.9753
N 7.0575 -14.1771 14.9575
N 7.6389 -15.1791 14.3896
H 8.2885 -16.3271 10.3833
H 9.0332 -16.7162 11.9613
H 7.9920 -15.2912 11.7418
H 7.0956 -18.2948 11.5208
H 5.4152 -15.7485 11.5255
H 4.7827 -17.3932 11.4182
H 5.7117 -16.6508 10.1151
H 7.7343 -17.7769 13.7917
H 6.0824 -17.9740 13.7706
H 4.5145 -15.9397 14.3049
N 5.0786 -11.5806 16.4594
C 4.2904 -10.5020 16.4119
C 5.1401 -9.4075 16.2026
C 6.4396 -9.9433 16.2671
N 6.3999 -11.2571 16.3759
H 4.8130 -12.5586 16.6605
H 3.2150 -10.5755 16.4542
H 4.8324 -8.3675 16.1516
H 7.4093 -9.4597 16.3435
C 5.0763 -11.8866 9.2202
C 6.0227 -12.1035 10.3985
C 7.4273 -11.5405 10.2231
Sb 5.0684 -11.0811 12.0634
C 2.9845 -11.6959 12.1173
C 2.8964 -13.2352 12.1843
C 2.1749 -11.0327 13.2617
C 5.0341 -8.9363 11.9778
C 4.4385 -8.3403 10.6745
C 6.4206 -8.3106 12.2358
H 5.5258 -12.4491 8.3834
H 5.0475 -10.8533 8.9176
H 4.0614 -12.2768 9.4133
H 6.0010 -13.1820 10.6883
H 7.3747 -10.4368 10.1875
H 7.8187 -11.8859 9.2491
H 8.1360 -11.8206 11.0104
H 2.6332 -11.3292 11.1543
H 3.4141 -13.5873 13.0771
H 3.2798 -13.7512 11.2902
H 1.8749 -13.5788 12.3097
H 2.6056 -11.2724 14.2681
H 1.1367 -11.3994 13.2666
H 2.1827 -9.9703 13.1442
H 4.3723 -8.6053 12.8285
H 5.1363 -8.5167 9.8210
H 4.2592 -7.2855 10.7807
H 3.4994 -8.8482 10.4622
H 7.1347 -8.5727 11.4012
H 6.8385 -8.6429 13.1632
H 6.2947 -7.2366 12.3237
*
```

Frontier orbital gap (spin up / spin down) = 0.274 / 0.189 Ha
<S²> = 6.010
E_HOMO (spin up / spin down) = -15.43 / -15.46 eV
Total energy = -93423.8690 eV
Lowest unoccupied orbital energy (spin up / spin down) = -0.293 / -0.379 Ha

Results of the Löwdin charge analysis, in e, for atoms 1 through 8: 0.75 0.15 -0.12 0.06 -0.24 0.09 -0.07 -0.01

***

Below is an isolated molecule of C4H5Cl, with properties calculated with ωB97M-V/def2-TZVPD.

The geometry in ORCA input format:
```
! RIJCOSX wB97M-V def2-TZVPD def2/J DEFGRID3
* xyz 0 1
C -1.1700 0.0743 -0.3778
C 1.0776 0.2268 0.6397
C -0.0473 -0.6188 0.0267
C 0.0074 -0.2558 1.5043
Cl -0.9208 0.7643 2.5265
H -1.2655 1.1310 -0.2119
H -2.0275 -0.4334 -0.7874
H 2.0208 -0.3003 0.6871
H 1.1800 1.2707 0.3570
H 0.1294 -1.6416 -0.2671
*
```

Frontier orbital gap (spin up / spin down) = 0.281 / 0.301 Ha
E_HOMO (spin up / spin down) = -7.68 / -7.98 eV
Total energy = -16746.8944 eV
Lowest unoccupied orbital energy (spin up / spin down) = -0.002 / 0.008 Ha
Energy relative to the best compared isomer or geometry (same formula, charge and spin) = 311.6 kJ/mol

Results of the Löwdin charge analysis, in e, for atoms 1 through 8: 0.03 -0.15 -0.37 -0.61 0.61 0.07 0.07 0.11

***

Below is an isolated molecule of C5H5N7, with properties calculated with ωB97M-V/def2-TZVPD.

The geometry in ORCA input format:
```
! RIJCOSX wB97M-V def2-TZVPD def2/J DEFGRID3
* xyz 0 1
C -2.5222 0.3625 -0.7313
C -2.1284 1.6157 -0.1139
C -1.3916 -0.4195 -0.5932
C 1.7887 0.6195 1.0909
C 0.8177 -0.2569 0.4311
N -0.9279 1.4504 0.3847
N 2.8008 1.1289 0.5294
N 1.9192 0.0200 -1.2104
N 2.7490 0.7225 -0.7583
N 0.5085 -2.4683 0.1721
N 1.2436 -1.5110 0.4824
N -0.4387 0.2374 0.1051
H -3.4257 0.1043 -1.3300
H -2.6336 2.5334 0.0168
H -1.0856 -1.5469 -0.9190
H 1.7246 0.7388 2.1156
H 1.0016 -3.3309 0.3280
*
```

Frontier orbital gap = 0.288 Ha
E_HOMO = -8.70 eV
Total energy = -15689.9737 eV
Lowest unoccupied orbital energy = -0.032 Ha
Energy relative to the best compared isomer or geometry (same formula, charge and spin) = 582.8 kJ/mol

Results of the Löwdin charge analysis, in e, for atoms 1 through 8: -0.06 -0.13 -0.11 -0.08 -0.37 0.05 0.09 0.21

***

Number 1: F_max 1.968 eV/A. Number 2: F_max 1.623 eV/A. Number 3: F_max 4.647 eV/A.